ORCA calculation (ωB97M-V/def2-TZVPD) on a structure of composition C17H18BrFeN4O3S2.

```
46
Properties=species:S:1:pos:R:3
Br 5.032 -0.768 -5.037
Fe -0.480 0.665 -0.108
S 1.114 0.441 3.293
S -1.112 1.938 1.779
O 0.673 0.305 -1.794
O -1.687 1.731 -1.188
O 1.416 0.314 0.238
N -1.406 -1.179 -0.090
N -3.451 0.536 -1.862
N 5.310 -0.481 -0.950
N -0.362 2.263 4.268
C -3.593 -0.160 -0.584
C 3.276 -0.264 -2.858
C 4.066 -0.217 -0.581
C -0.607 -2.244 0.089
C 3.020 -0.103 -1.495
C 1.500 0.931 5.010
C 0.397 1.896 5.467
C -2.383 -3.742 -0.403
C -0.139 1.601 3.159
C 1.673 0.179 -1.031
C -2.700 -1.367 -0.422
C 5.556 -0.638 -2.246
C -3.210 -2.641 -0.581
C -2.545 1.472 -2.081
C -1.058 -3.540 -0.058
C -2.546 2.238 -3.354
C 4.573 -0.536 -3.233
H 1.533 0.035 5.624
H 3.885 -0.086 0.479
H -0.379 -4.365 0.097
H -4.252 -2.772 -0.836
H -2.649 3.296 -3.111
H -3.341 1.937 -4.029
H 0.419 -2.035 0.367
H 2.483 -0.175 -3.588
H -4.630 -0.478 -0.507
H 6.580 -0.854 -2.526
H 0.816 2.796 5.912
H -2.774 -4.743 -0.527
H -1.576 2.105 -3.835
H -4.134 0.360 -2.584
H -1.091 2.964 4.304
H -3.418 0.558 0.221
H -0.280 1.431 6.182
H 2.482 1.396 5.011
```

The frontier orbital gap (alpha / beta) comes out at 7.921 / 5.742 eV. As for the energy above the lowest of the compared OMol25 structures with the same formula, charge and spin: 2.7 kcal per mole. As for the net charge: +2. Its spin multiplicity is 6. The HOMO energy (alpha / beta) is -13.85 / -13.85 eV.

---

ORCA calculation (ωB97M-V/def2-TZVPD) on an isolated molecule of C17H18ClN3O8S in a non-equilibrium geometry.

```
48
Properties=species:S:1:pos:R:3
Cl -0.953 4.539 -0.474
S -2.376 -1.513 -1.288
O 5.738 0.050 -0.307
O 1.659 3.696 -1.272
O -1.200 -2.286 -1.014
O 2.692 0.496 1.460
O 8.045 0.056 -1.584
O 8.251 -2.077 -1.331
O -3.066 -1.706 -2.527
O 3.932 1.925 0.238
N 0.851 2.183 0.233
N -3.455 -1.785 -0.064
N 7.670 -1.022 -1.192
C -1.271 2.881 -0.794
C -2.455 2.535 -1.435
C -0.738 0.554 -0.545
C -2.979 -0.529 2.053
C -2.918 -1.844 1.275
C -4.814 -1.339 -0.273
C 4.637 -0.281 0.382
C 6.429 -1.079 -0.491
C 1.789 3.023 -0.283
C -5.831 -2.278 0.367
C 3.648 0.740 0.755
C -2.783 1.205 -1.627
C 5.788 -2.160 0.074
C 4.618 -1.637 0.645
C -1.927 0.225 -1.157
C 3.087 3.030 0.555
C -0.378 1.889 -0.377
H -3.686 0.919 -2.139
H -4.950 -1.339 -1.355
H 3.853 -2.164 1.175
H -3.451 -2.623 1.829
H -0.084 -0.238 -0.212
H -5.776 -2.237 1.452
H -5.645 -3.298 0.044
H 6.130 -3.174 0.067
H -4.008 -0.253 2.269
H 2.845 3.021 1.623
H -3.118 3.318 -1.767
H -2.512 0.277 1.492
H -6.833 -1.989 0.061
H 3.667 3.915 0.292
H -2.454 -0.647 2.996
H -4.958 -0.315 0.101
H 1.175 1.499 0.916
H -1.883 -2.164 1.153
```

The frontier orbital gap comes out at 8.011 eV. Its SMILES is CCN(CC)S(=O)(=O)c1ccc(Cl)c(NC(=O)COC(=O)c2ccc([N+](=O)[O-])o2)c1. The HOMO energy is -9.29 eV.

---

ORCA calculation (ωB97M-V/def2-TZVPD) on a structure of composition C17H18N2O2RuS5Te.

```
46
Properties=species:S:1:pos:R:3
Te -0.046 -2.367 1.397
Ru -0.450 -1.611 -0.985
S -2.418 -2.828 -1.075
S -3.068 -5.661 -1.810
S 0.596 -3.476 -1.804
S -2.351 -8.375 -2.753
S -0.296 -6.258 -2.484
O 3.974 3.702 -0.289
O -2.389 3.853 2.606
N -1.287 0.247 -0.388
N 1.219 -0.317 -1.014
C -3.035 1.667 0.390
C -0.407 1.255 -0.236
C -0.806 2.485 0.263
C -1.939 -4.367 -1.596
C 4.380 2.574 -1.033
C 3.277 1.555 -1.008
C 1.297 -0.921 2.196
C -0.613 -4.652 -1.918
C 2.459 -0.655 -1.387
C -1.715 -1.599 2.467
C -2.574 0.460 -0.095
C 0.986 0.953 -0.633
C -1.931 -6.859 -2.381
C -2.135 2.702 0.591
C 1.992 1.905 -0.624
C 3.507 0.241 -1.393
C -2.571 4.004 1.206
H 5.293 2.125 -0.630
H -1.963 4.823 0.812
H 2.609 -1.685 -1.681
H 2.242 -0.984 1.660
H -3.617 4.199 0.957
H 1.458 -1.152 3.246
H 1.799 2.920 -0.315
H -3.245 -0.374 -0.250
H 0.869 0.074 2.091
H -2.612 -2.042 2.042
H 4.575 2.839 -2.080
H -0.085 3.276 0.414
H -1.621 -1.878 3.513
H -2.689 4.653 3.051
H 4.661 4.375 -0.332
H -4.085 1.787 0.622
H -1.740 -0.516 2.365
H 4.491 -0.094 -1.695
```

The frontier orbital gap (alpha / beta) comes out at 6.373 / 5.669 eV. As for the energy above the lowest of the compared OMol25 structures with the same formula, charge and spin: 0.0 kcal per mole. As for the net charge: +1. Its spin multiplicity is 2. The HOMO energy (alpha / beta) is -9.96 / -10.52 eV.

---

ORCA calculation (ωB97M-V/def2-TZVPD) on a structure of composition C17H18N4O2PtS.

```
43
Properties=species:S:1:pos:R:3
Pt -0.168 0.152 0.609
S -1.085 -0.099 -1.491
O 1.550 -2.389 0.338
O 2.068 2.065 -0.510
N 1.744 -0.163 -0.107
N -1.807 1.612 -3.338
N 3.789 0.676 -0.922
N -0.305 2.442 -1.800
C -0.466 6.085 -2.412
C 0.080 6.174 -3.685
C -1.052 1.439 -2.240
C -1.348 -0.735 2.457
C 2.233 -1.467 -0.076
C -1.947 0.443 1.882
C 3.599 -1.651 -0.555
C -1.119 1.580 2.192
C -0.067 -0.371 2.865
C -0.605 4.849 -1.798
C 4.311 -0.590 -0.944
C 4.565 1.831 -1.339
C 0.079 1.072 2.701
C 0.502 5.026 -4.340
C 2.484 0.898 -0.502
C 0.378 3.788 -3.725
C -0.186 3.702 -2.457
H -2.457 0.889 -3.587
H 5.548 1.489 -1.656
H 0.952 1.644 2.971
H 0.941 5.093 -5.326
H 4.673 2.538 -0.517
H 4.073 2.345 -2.163
H -1.339 2.610 1.966
H -1.822 2.488 -3.830
H 0.728 2.888 -4.214
H 0.184 7.139 -4.163
H 4.007 -2.649 -0.567
H -1.031 4.761 -0.807
H 0.692 -1.034 3.248
H -0.789 6.979 -1.896
H 5.332 -0.664 -1.295
H 0.387 2.227 -1.060
H -2.942 0.494 1.469
H -1.754 -1.732 2.428
```

The frontier orbital gap comes out at 7.368 eV. The HOMO energy is -6.92 eV.

---

For each record above, in turn, the calculated DFT total energy values are -5737.02691 -2283.07515 -3272.28395 -1545.67380 Ha.